1) Density functional theory data (ωB97M-V/def2-TZVPD) for a structure of composition C7H10S.

Calculated values
Charge = 0
HOMO energy = -8.47 eV
Frontier orbital gap = 9.4 eV
Spin multiplicity = 1

Geometry (Å):
1 C 1.942 -1.745 -0.027
2 C 0.946 -0.822 -0.078
3 C 1.041 0.550 -0.693
4 C 0.166 1.471 0.233
5 C -0.936 0.571 0.597
6 C -2.076 0.313 -0.406
7 C -0.430 -0.868 0.651
8 H 2.938 -1.615 -0.304
9 H 1.701 -2.751 0.385
10 H 0.529 0.583 -1.667
11 H 2.024 0.885 -0.808
12 H -0.138 2.318 -0.355
13 H 0.673 1.788 1.099
14 H -1.332 0.762 1.600
15 H -1.799 0.704 -1.424
16 H -3.116 0.659 -0.167
17 H -0.262 -1.319 1.597
18 S -1.872 -1.485 -0.235

2) Density functional theory data (ωB97M-V/def2-TZVPD) for a structure of composition C7H10S.

Calculated values
Charge = 0
HOMO energy = -7.57 eV
Frontier orbital gap = 7.8 eV
Spin multiplicity = 1

Geometry (Å):
1 C 1.122 -2.181 0.200
2 C 1.064 -0.790 -0.541
3 C 0.283 0.241 -0.615
4 C 0.750 1.433 -1.459
5 C -1.287 1.925 0.006
6 C -0.670 0.699 0.395
7 C -1.331 -0.090 1.508
8 H 1.618 -3.047 -0.777
9 H -0.198 -2.170 0.299
10 H 2.017 -2.380 1.213
11 H 1.870 -0.772 -1.280
12 H 1.642 2.168 -0.750
13 H 1.360 0.908 -2.598
14 H -2.240 2.387 0.449
15 H -2.594 -0.718 0.991
16 H -0.591 -0.964 2.115
17 H -1.796 0.778 2.410
18 S -1.021 2.573 -1.567

3) Density functional theory data (ωB97M-V/def2-TZVPD) for an isolated molecule of C7H10S.

Calculated values
Charge = 0
HOMO energy = -8.38 eV
Frontier orbital gap = 9.4 eV
Spin multiplicity = 1
Structure (SMILES) = C=C1S[C@@H](C)[C@@H]2C[C@@H]12

Geometry (Å):
1 C -1.463 2.201 -1.205
2 C -0.968 1.028 -0.910
3 S 0.522 0.284 -1.722
4 C 0.908 -0.955 -0.292
5 C 2.377 -1.011 -0.045
6 C 0.021 -0.270 0.752
7 C -1.235 -0.373 1.587
8 C -1.323 -0.046 0.118
9 H -1.009 2.858 -1.918
10 H -2.371 2.452 -0.661
11 H 0.530 -1.972 -0.545
12 H 2.602 -1.677 0.807
13 H 2.884 -1.319 -0.947
14 H 2.769 -0.034 0.284
15 H 0.518 0.662 0.985
16 H -1.330 0.454 2.332
17 H -1.775 -1.330 1.783
18 H -1.658 -0.954 -0.403

Decreasing stability: 1), 3), 2)

1) Density functional theory data (ωB97M-V/def2-TZVPD) for an isolated molecule of C4H4N2S.

Calculated values
Charge = 0
HOMO energy = -8.50 eV
Frontier orbital gap = 8.2 eV
Spin multiplicity = 1
Structure (SMILES) = C=C1C=NN=CS1

Geometry (Å):
1 C -2.024 0.029 0.052
2 C -0.665 0.027 0.078
3 C 0.214 1.200 -0.011
4 N 1.447 1.185 -0.220
5 N 2.191 0.069 0.079
6 C 1.772 -1.192 0.022
7 S -0.019 -1.557 -0.138
8 H -2.717 -0.762 -0.262
9 H -2.326 1.126 0.322
10 H -0.376 2.047 -0.294
11 H 2.503 -2.172 0.372

2) Density functional theory data (ωB97M-V/def2-TZVPD) for an isolated molecule of C4H4N2S.

Calculated values
Charge = 0
HOMO energy = -9.59 eV
Frontier orbital gap = 8.9 eV
Spin multiplicity = 1
Structure (SMILES) = SC=C1C=NN=C1

Geometry (Å):
1 S -0.483 -1.093 2.263
2 C -0.502 -0.941 0.538
3 C 0.007 0.037 -0.188
4 C -0.071 0.328 -1.599
5 N 0.540 1.456 -1.887
6 N 1.141 1.907 -0.674
7 C 0.805 1.186 0.325
8 H -1.033 -2.362 2.334
9 H -0.947 -1.760 0.004
10 H -0.563 -0.229 -2.380
11 H 1.108 1.471 1.265

Decreasing stability: 2), 1)

1) Density functional theory data (ωB97M-V/def2-TZVPD) for an isolated molecule of C4H4N2S.

Calculated values
Charge = 0
HOMO energy = -8.79 eV
Frontier orbital gap = 8.3 eV
Spin multiplicity = 1
Structure (SMILES) = C=C1C=NN=CS1

Geometry (Å):
1 C 2.470 0.165 0.148
2 C 1.084 0.195 0.272
3 C 0.287 1.406 0.020
4 N -1.058 1.440 -0.277
5 N -2.019 0.437 0.260
6 C -1.500 -0.768 -0.017
7 S 0.163 -1.292 -0.139
8 H 3.332 -0.538 -0.144
9 H 3.020 1.219 -0.120
10 H 0.814 2.344 -0.374
11 H -2.283 -1.474 0.448

2) Density functional theory data (ωB97M-V/def2-TZVPD) for an isolated molecule of C4H4N2S.

Calculated values
Charge = 0
HOMO energy = -10.47 eV
Frontier orbital gap = 10.0 eV
Spin multiplicity = 1
Structure (SMILES) = CC(S)(C#N)C#N

Geometry (Å):
1 C 0.949 -0.924 -0.385
2 C -0.130 -0.009 0.131
3 S -1.993 -0.349 -0.618
4 C -0.344 -0.047 1.575
5 N -0.408 -0.110 2.723
6 C 0.292 1.338 -0.229
7 N 0.433 2.435 -0.498
8 H 0.926 -0.675 -1.545
9 H 0.692 -1.898 -0.262
10 H 1.975 -0.795 -0.001
11 H -2.391 1.035 -0.893

3) Density functional theory data (ωB97M-V/def2-TZVPD) for an isolated molecule of C4H4N2S.

Calculated values
Charge = 0
HOMO energy = -7.29 eV
Frontier orbital gap = 4.2 eV
Spin multiplicity = 1

Geometry (Å):
1 C 2.825 0.172 0.208
2 C 0.337 -0.035 0.777
3 C 1.578 0.166 0.645
4 C -0.626 -0.360 -0.395
5 N 3.865 0.085 -0.288
6 N -1.787 0.464 -0.546
7 S -3.119 0.208 0.452
8 H -0.087 -0.214 1.858
9 H -0.175 -0.346 -1.458
10 H -1.086 -1.382 -0.073
11 H -1.725 1.242 -1.181

Decreasing stability: 2), 1), 3)

1) Density functional theory data (ωB97M-V/def2-TZVPD) for an isolated molecule of C7H6N2O3S.

Calculated values
Charge = 0
HOMO energy (spin up / spin down) = -8.63 / -8.63 eV
Frontier orbital gap (spin up / spin down) = 6.5 / 6.5 eV
Spin multiplicity = 1

Geometry (Å):
1 C 0.157 -1.409 -2.220
2 C 0.058 -2.368 -1.271
3 C 0.339 -0.064 -1.841
4 C 0.404 0.288 -0.520
5 C 0.111 -2.039 0.127
6 C 0.139 -0.415 1.900
7 C -0.275 3.127 0.257
8 N 0.270 -0.669 0.440
9 N -0.839 2.578 1.273
10 O -1.798 2.731 1.961
11 O 0.021 -2.828 1.048
12 O 0.159 0.968 2.043
13 S 0.976 2.050 -0.418
14 H 0.111 -1.652 -3.271
15 H -0.065 -3.413 -1.505
16 H 0.446 0.699 -2.593
17 H 1.012 -0.799 2.439
18 H -0.776 -0.907 2.250
19 H -0.451 4.123 -0.099

2) Density functional theory data (ωB97M-V/def2-TZVPD) for an isolated molecule of C7H6N2O3S.

Calculated values
Charge = 0
HOMO energy (spin up / spin down) = -8.29 / -9.46 eV
Frontier orbital gap (spin up / spin down) = 6.0 / 7.7 eV
Spin multiplicity = 1

Geometry (Å):
1 C 2.717 0.733 -0.289
2 C 2.937 -0.362 0.593
3 C 1.473 0.999 -0.856
4 C 1.924 -1.251 0.831
5 C -1.478 -1.010 -0.559
6 C 0.404 0.097 -0.603
7 C 0.621 -0.969 0.364
8 N -0.859 0.121 -1.097
9 N -2.763 1.570 1.306
10 O -2.611 -0.751 0.188
11 O -4.355 0.925 -0.624
12 O -0.554 -1.685 0.377
13 S -3.642 0.510 0.563
14 H 3.695 1.189 -0.427
15 H 3.984 -0.506 0.872
16 H 1.318 1.766 -1.763
17 H 2.011 -2.192 1.362
18 H -1.711 -1.657 -1.339
19 H -3.110 2.473 1.103

Decreasing stability: 2), 1)

1) Density functional theory data (ωB97M-V/def2-TZVPD) for a cluster of 2 separate species, C4H7N2S in total.

Calculated values
Charge = +1
HOMO energy = -13.80 eV
Frontier orbital gap = 7.5 eV
Spin multiplicity = 1

Geometry (Å):
1 C -0.345 -0.062 -0.541
2 C -3.309 -0.270 0.163
3 C 1.769 0.701 0.049
4 C 2.002 -0.870 -0.026
5 N -2.739 0.196 -0.779
6 N 0.323 0.909 -0.146
7 S 0.324 -1.570 -0.450
8 H -4.330 -0.005 0.305
9 H -2.929 -0.871 1.118
10 H 2.000 0.983 1.052
11 H 2.191 1.415 -0.646
12 H 2.825 -1.074 -0.666
13 H 2.209 -1.265 1.026
14 H 0.009 1.782 -0.460

2) Density functional theory data (ωB97M-V/def2-TZVPD) for a cluster of 2 separate species, C4H7N2S in total.

Calculated values
Charge = +1
HOMO energy (spin up / spin down) = -14.12 / -14.12 eV
Frontier orbital gap (spin up / spin down) = 7.2 / 7.3 eV
Spin multiplicity = 1

Geometry (Å):
1 C -0.328 -0.235 -0.252
2 C 0.586 1.028 0.329
3 C 2.160 -0.828 -0.777
4 C -1.914 1.489 0.567
5 N 0.954 -0.006 -0.591
6 N -0.705 0.998 -0.051
7 S -0.383 -3.160 1.223
8 H -0.929 -1.148 0.083
9 H 1.792 -1.853 -0.803
10 H 2.504 -0.486 -1.798
11 H 2.912 -0.510 -0.006
12 H -1.837 1.896 1.565
13 H -2.551 0.523 0.556
14 H -2.262 2.294 -0.045

Decreasing stability: 1), 2)

1) Density functional theory data (ωB97M-V/def2-TZVPD) for the ion C4H7N2S with charge +1.

Calculated values
Charge = +1
HOMO energy (spin up / spin down) = -13.44 / -13.44 eV
Frontier orbital gap (spin up / spin down) = 7.8 / 7.8 eV
Spin multiplicity = 1

Geometry (Å):
1 C -1.912 -0.914 -0.086
2 C -2.293 0.403 -0.255
3 C 0.202 0.563 0.516
4 C 1.613 0.388 0.747
5 N -0.683 -1.223 0.394
6 N 2.256 0.497 -0.633
7 S -1.021 1.579 0.084
8 H -2.465 -1.658 -0.687
9 H -3.279 0.890 -0.509
10 H 1.903 1.171 1.454
11 H 1.800 -0.623 1.093
12 H 1.934 1.303 -1.220
13 H -0.124 -1.984 0.306
14 H 2.069 -0.392 -1.206

2) Density functional theory data (ωB97M-V/def2-TZVPD) for a structure of composition C4H7N2S.

Calculated values
Charge = +1
HOMO energy = -13.92 eV
Frontier orbital gap = 9.8 eV
Spin multiplicity = 1

Geometry (Å):
1 C -0.416 -1.812 -0.485
2 C 0.367 1.631 -0.032
3 C 0.209 -0.730 0.343
4 C -1.230 -0.440 0.717
5 N -1.651 -1.495 -0.252
6 N 0.843 0.305 -0.467
7 S -1.372 1.435 0.015
8 H -0.095 -2.310 -1.310
9 H 0.823 1.850 0.899
10 H 0.659 2.446 -0.645
11 H 0.852 -1.123 1.248
12 H -1.546 -0.397 1.731
13 H 0.702 0.312 -1.545
14 H 1.855 0.329 -0.215

Decreasing stability: 2), 1)